# 1
# C3H7N2

An isolated ion of composition C3H7N2 and charge +1 in a non-equilibrium geometry (ωB97M-V/def2-TZVPD, the Open Molecules 2025 dataset).

Output
HOMO-LUMO gap ... 9.23 eV
ΔE to the lowest compared entry with this formula, charge and spin ... 2.120 eV
DFT total energy ... -6195.39128 eV
Spin multiplicity ... 1
Net charge ... +1

Cartesian coordinates (Å):
C -1.652 0.341 -0.480
C 1.835 -0.443 -0.308
C 0.869 0.625 0.094
N -0.429 0.789 0.069
N -2.326 -0.561 0.122
H 2.220 -0.902 0.604
H 1.399 -1.212 -0.940
H 1.389 1.477 0.527
H 2.677 0.027 -0.811
H -0.701 1.722 0.403
H -3.230 -0.818 -0.263
H -2.051 -1.045 0.982

Mulliken atomic charge list, values in e, 5 entries: number 1, C, carries -0.15; number 2, C, carries -0.99; number 3, C, carries 0.30; number 4, N, carries -0.10; number 5, N, carries -0.20

=====

# 2
# C14H20N4OSSbSe4Tc

C14H20N4OSSbSe4Tc as an isolated structure (ωB97M-V/def2-TZVPD, the Open Molecules 2025 dataset).

Output
HOMO-LUMO gap (alpha / beta) ... 4.57 / 4.57 eV
ΔE to the lowest compared entry with this formula, charge and spin ... 2.164 eV
DFT total energy ... -303765.36756 eV
Spin multiplicity ... 1
Net charge ... +4

Cartesian coordinates (Å):
Tc 1.077 -0.667 -0.048
Se -2.636 4.177 5.337
Sb -2.786 2.136 6.298
Se -0.653 -1.333 -1.141
Se 0.422 0.091 1.872
Se -3.038 0.195 7.427
C -0.151 -5.737 1.129
N 0.699 -4.529 1.037
C 1.429 -4.113 0.029
S 2.341 -2.575 0.253
N 1.668 -4.738 -1.101
C 1.408 -6.152 -1.466
H -0.834 -5.583 1.959
H 0.448 -6.622 1.326
H -0.733 -5.857 0.220
H 0.777 -3.981 1.881
H 2.236 -4.225 -1.760
H 0.366 -6.303 -1.734
H 1.705 -6.810 -0.656
H 2.027 -6.369 -2.331
C 4.409 3.753 -3.571
N 3.580 2.582 -3.250
N 3.288 2.235 -1.975
C 2.621 1.063 -2.034
O 2.227 0.479 -0.898
C 2.475 0.670 -3.351
C 3.101 1.664 -4.105
C 3.291 1.765 -5.575
C 3.646 3.035 -0.831
C 4.589 2.543 0.060
C 4.951 3.337 1.138
C 4.383 4.596 1.298
C 3.442 5.070 0.391
C 3.059 4.285 -0.685
H 5.074 3.954 -2.736
H 3.778 4.617 -3.767
H 4.996 3.509 -4.452
H 2.001 -0.217 -3.733
H 2.597 1.104 -6.087
H 4.306 1.468 -5.848
H 3.126 2.782 -5.930
H 5.066 1.586 -0.112
H 5.701 2.988 1.835
H 4.689 5.220 2.126
H 3.014 6.055 0.514
H 2.327 4.640 -1.400

Mulliken atomic charge list, values in e, 5 entries: number 1, Tc, carries 0.87; number 2, Se, carries -0.10; number 3, Sb, carries 1.18; number 4, Se, carries 0.13; number 5, Se, carries 0.17